ORCA calculation (ωB97M-V/def2-TZVPD) on a molecular structure, C37H56Br49N4O3.

Computed properties:
Net charge   +1
Frontier orbital gap   7.93 eV
Highest occupied orbital energy   -10.921 eV
2S+1   1

Element x y z (Å)
C -4.44466 -4.46275 -9.88136
C -3.65284 -3.31618 -9.31906
O -3.90305 -2.22016 -9.59708
O -2.65321 -3.66765 -8.53061
C -2.26138 -2.61040 -7.64893
C -0.98246 -3.03185 -6.92431
C -1.14108 -3.23819 -5.41128
C -0.95979 -1.93369 -4.58163
C 0.25747 -2.13405 -3.66990
C 0.00467 -3.22574 -2.62758
C -0.66830 -2.73041 -1.32780
C 0.36744 -2.85726 -0.16320
C 0.91814 -1.54108 0.37839
C 2.14839 -1.19555 -0.42909
C 2.94730 -0.05384 0.19162
Br 3.44933 1.27565 -1.13047
N 2.17916 0.59844 1.28275
C 1.82790 -0.39319 2.19716
N 2.08952 -0.22765 3.43460
C 2.69851 0.93751 4.09692
C 2.42546 0.82645 5.61405
C 2.35325 2.16950 6.37765
C 0.99316 2.44049 6.98968
N -0.12620 2.80368 6.11232
C -1.35099 2.57902 6.90191
C -0.08793 4.17899 5.84513
C 1.06240 4.81488 5.11094
O -0.95732 4.86206 6.17216
N 1.24280 -1.57044 1.81901
H -4.41546 -5.24955 -9.15002
H -4.03179 -4.80833 -10.81257
H -5.44462 -4.11348 -10.04844
H -3.03072 -2.36272 -6.93441
H -2.02044 -1.74737 -8.24504
H -0.67615 -3.98196 -7.36158
H -0.20573 -2.29609 -7.04138
H -2.10653 -3.66719 -5.17552
H -0.39881 -3.96638 -5.11772
H -0.80714 -1.08146 -5.21980
H -1.83992 -1.80241 -3.96838
H 1.08197 -2.43649 -4.30263
H 0.49389 -1.17753 -3.21760
H -0.62582 -3.95406 -3.10910
H 0.96656 -3.65705 -2.41056
H -1.03526 -1.72398 -1.46546
H -1.52852 -3.32119 -1.05933
H -0.01674 -3.48597 0.62314
H 1.18713 -3.38327 -0.62466
H 0.22264 -0.73170 0.23106
H 2.81046 -2.05307 -0.47326
H 1.89396 -0.95001 -1.44641
H 3.83264 -0.44170 0.64141
H 1.34916 1.01733 0.87922
H 1.85781 -0.96700 4.08985
H 2.35413 1.88705 3.74774
H 3.78719 0.90971 4.01762
H 3.23698 0.27468 6.06158
H 1.53483 0.24097 5.79789
H 2.76921 2.99018 5.81833
H 3.01190 2.02072 7.21918
H 1.09388 3.15010 7.80401
H 0.71823 1.51104 7.45787
H -2.22781 2.75522 6.31432
H -1.40315 1.54832 7.21790
H -1.35889 3.16562 7.80596
H 1.52757 4.10649 4.45107
H 0.67406 5.63381 4.54094
H 1.76304 5.21836 5.81792
H 1.86390 -2.34332 2.01806
C 2.13866 -5.40964 -9.16889
Br 2.53786 -6.05613 -7.39472
Br 0.32502 -4.77888 -9.29309
Br 3.40876 -4.08184 -9.74800
H 2.23078 -6.25123 -9.84007
C -4.47799 6.54513 6.50857
Br -4.01579 5.59692 4.88282
Br -6.26503 7.24337 6.41707
Br -4.22629 5.43074 8.05908
H -3.80537 7.38265 6.60537
C 2.48567 -8.33301 -0.75610
Br 3.37979 -7.91495 -2.41067
Br 3.14859 -7.26257 0.70451
Br 0.57022 -8.21757 -0.92124
H 2.71585 -9.36065 -0.51938
C 5.31521 -8.61746 -7.90670
Br 4.87763 -8.49067 -9.77928
Br 5.67099 -10.43679 -7.38037
Br 6.76383 -7.43799 -7.43476
H 4.44681 -8.28976 -7.35739
C 6.01459 -9.51035 3.41064
Br 5.57016 -7.65275 3.71838
Br 4.70673 -10.40887 2.32163
Br 7.78997 -9.69936 2.69329
H 6.00595 -9.99775 4.37286
C -5.91055 6.58486 2.02253
Br -7.65362 5.82527 2.32074
Br -5.02507 5.88506 0.46257
Br -5.98779 8.50981 1.96160
H -5.30554 6.32048 2.87592
C -9.49939 4.01240 6.69506
Br -9.48646 5.22486 8.19989
Br -10.95264 4.38883 5.48747
Br -7.79978 4.01705 5.79081
H -9.65678 3.01806 7.08182
C -1.29139 -8.20860 -11.19805
Br -2.26644 -6.88934 -10.18796
Br -0.96776 -7.62130 -13.00379
Br 0.34643 -8.71441 -10.30729
H -1.90945 -9.09068 -11.25428
C 7.18882 0.19764 3.22231
Br 8.00796 -1.26109 2.27200
Br 5.48938 0.68736 2.44443
Br 7.01009 -0.17787 5.10439
H 7.84004 1.05281 3.12474
C 6.00321 2.44343 -4.42413
Br 4.22233 3.18117 -4.35517
Br 7.15376 3.23167 -3.09382
Br 5.97900 0.52054 -4.29759
H 6.41406 2.69470 -5.38958
C 5.04647 5.52516 7.20829
Br 3.39596 5.67493 8.19268
Br 5.68839 3.70636 7.17081
Br 4.88201 6.25834 5.43325
H 5.78465 6.11353 7.73080
C 9.36951 -2.42702 -4.82324
Br 7.59421 -2.88987 -4.22116
Br 10.26344 -3.93792 -5.61388
Br 9.34870 -0.90881 -6.00913
H 9.93566 -2.14203 -3.95069
C -7.73427 7.91090 -3.39787
Br -9.53532 8.25955 -2.82436
Br -6.51984 7.72600 -1.92076
Br -7.62531 6.39238 -4.58021
H -7.41222 8.76709 -3.95548
C -9.60724 12.14041 -0.93112
Br -8.61138 10.71505 -0.09551
Br -8.45209 13.34657 -1.89206
Br -11.02709 11.47208 -2.05616
H -10.07173 12.70685 -0.13978
C -9.67703 8.64469 10.28458
Br -8.66520 9.88123 9.20084
Br -8.79661 8.28362 11.96082
Br -11.48774 9.24838 10.54451
H -9.72940 7.70549 9.74752
C 2.80636 -3.06542 6.13988
Br 3.72445 -4.60685 5.43182
Br 0.95677 -2.94238 5.57085
Br 2.97007 -2.99821 8.05362
H 3.29747 -2.18623 5.74977